Here is a structure of composition C25H47GeN5O5SSeY from the Open Molecules 2025 dataset. Energies are from wB97M-V/def2-TZVPD.

```
86
Properties=species:S:1:pos:R:3
Y -0.61198 -1.02211 -0.63842
C -2.96790 -3.92975 2.17295
Ge -1.38734 -3.25978 3.07760
C -1.10920 -4.01269 4.83132
C 0.15834 -3.54951 1.90242
C -1.48335 -1.30785 3.38391
Se -1.79415 -0.09041 1.88709
C -3.70880 -0.43680 1.67191
H -2.86338 -5.01318 2.08691
H -3.07868 -3.51609 1.16716
H -3.87394 -3.73159 2.74648
H -1.01150 -5.09732 4.77384
H -1.96330 -3.78108 5.46901
H -0.20767 -3.60760 5.29230
H 0.19840 -4.59649 1.59662
H 1.09659 -3.31073 2.40344
H 0.11078 -2.98035 0.96824
H -0.56133 -0.97621 3.86362
H -2.28990 -1.07903 4.08192
H -3.88727 -1.49333 1.84008
H -4.04208 -0.15352 0.67769
H -4.21981 0.16844 2.41392
C 3.47459 1.47925 2.34061
N 3.43029 0.37635 1.32476
C 3.16935 -0.94821 1.95916
C 2.45322 0.70066 0.21218
C 2.60058 -0.24205 -0.96211
C 3.80851 -0.15841 -1.64946
C 4.07295 -1.00629 -2.71711
C 3.11092 -1.92604 -3.10925
C 1.89018 -1.97200 -2.44876
C 1.59058 -1.14952 -1.34738
H 4.16092 1.20180 3.13601
H 2.47116 1.62027 2.73756
H 3.80921 2.39055 1.84997
H 4.34806 0.32315 0.87879
H 2.21387 -0.88567 2.47790
H 3.96162 -1.16194 2.67122
H 3.13855 -1.71110 1.18625
H 2.66605 1.73210 -0.07271
H 1.46498 0.70376 0.68085
H 4.55187 0.58826 -1.37407
H 5.01548 -0.94030 -3.24570
H 3.30623 -2.59575 -3.93784
H 1.16002 -2.69184 -2.81619
C 2.92943 4.96720 1.91651
C 1.86060 5.54751 0.99398
S 1.27558 4.32403 -0.14288
O 0.32902 3.45252 0.52874
O 2.39031 3.68984 -0.82310
C 0.41531 5.33482 -1.31922
C -0.30063 4.56439 -2.41914
N -0.90791 3.30129 -1.97438
C -0.38838 2.09120 -2.22424
N -1.11959 1.14667 -1.61666
C -2.14883 1.79714 -0.96975
C -2.02103 3.11427 -1.18278
N -2.82132 4.16368 -0.59931
O -3.71155 3.80422 0.13441
O -2.46647 5.30641 -0.80436
C 0.81800 1.85216 -3.06189
H 3.27550 5.75204 2.58634
H 3.78529 4.60542 1.34729
H 2.52488 4.15937 2.52977
H 2.24757 6.36686 0.38288
H 0.97419 5.88378 1.53616
H 1.18435 5.96025 -1.77389
H -0.27105 5.96016 -0.74641
H 0.39244 4.31290 -3.21399
H -1.07963 5.19350 -2.83344
H -2.93408 1.30873 -0.41979
H 1.70627 2.28283 -2.59342
H 0.70269 2.30165 -4.04873
H 0.96828 0.78376 -3.19046
C -4.40868 -4.47394 -3.43904
N -3.29736 -4.00865 -2.58984
C -2.38091 -5.03097 -2.07429
C -3.17831 -2.75327 -2.28901
O -2.28133 -2.27442 -1.52007
H -4.00459 -5.00440 -4.29811
H -4.99538 -3.62546 -3.78041
H -5.04392 -5.14685 -2.86635
H -2.28088 -5.81208 -2.82296
H -2.78389 -5.46555 -1.15993
H -1.40797 -4.59669 -1.87419
H -3.91772 -2.08641 -2.72878
```

Output
**Energy relative to the best compared isomer or geometry (same formula, charge and spin)**: 0.0 kcal per mole
**Net charge**: +3

***

Here is a cluster of 4 separate species, C3H11NO3 in total from the Open Molecules 2025 dataset. Energies are from wB97M-V/def2-TZVPD.

```
18
Properties=species:S:1:pos:R:3
C 1.71515 -0.12470 0.88260
C 1.64993 1.22530 0.78368
N 0.47990 2.00696 0.84893
C 0.23624 2.69574 -0.19147
H 0.81048 -0.71010 0.96423
H 2.74288 -0.38842 0.67054
H 2.58172 1.75940 0.68193
H 0.76995 2.46379 -1.13042
H -0.66874 3.25736 -0.35429
O -0.57330 -0.40564 -1.61283
H 0.23963 -0.22583 -1.11282
H -0.36870 -1.29548 -1.92698
O -0.82097 -3.19387 -0.29613
H -1.60966 -2.62506 -0.35985
H -0.98798 -3.60653 0.55265
O -2.17730 -0.63024 0.72807
H -2.71733 0.06438 0.32813
H -1.30190 -0.26707 0.54404
```

Output
**Energy relative to the best compared isomer or geometry (same formula, charge and spin)**: 66.5 kcal per mole
**Structure (SMILES)**: C=CN=C.O.O.O
**Net charge**: 0

***

E across the listed records, respectively: -178091.3248; -10920.1237 eV.